w | This record from the Open Molecules 2025 dataset describes 2 unconnected molecules or ions with the total composition C12H19OP. The level of theory is wB97M-V/def2-TZVPD.

Summary:
Kohn-Sham gap ... 9.06 eV
Multiplicity ... 1
SMILES ... Cc1cc(C)cc(C)c1.C[C@@H]1CP1O
HOMO energy ... -8.318 eV
Total charge ... 0

XYZ file:
```
33
Properties=species:S:1:pos:R:3:nbo_charge:R:1
C -2.56 -0.68 -1.46 -0.23
C -1.24 -2.45 -0.67 -0.22
C -2.39 -2.06 -1.46 0.01
C -1.74 0.25 -0.85 0.01
C -0.23 -1.56 -0.33 -0.02
C -0.44 -0.24 -0.44 -0.22
C -3.21 -3.01 -2.30 -0.64
C -1.91 1.74 -0.87 -0.62
C 1.18 -2.01 -0.04 -0.62
C 2.61 0.54 2.28 -0.61
C 2.51 3.17 1.94 -0.69
C 3.02 1.73 1.48 -0.51
O 0.64 2.40 0.71 -1.03
P 2.17 2.70 0.22 1.04
H -3.38 -0.19 -2.02 0.19
H -1.08 -3.45 -0.74 0.19
H -2.91 -4.03 -1.88 0.22
H -4.30 -2.92 -2.41 0.23
H -2.75 -2.84 -3.33 0.23
H -2.88 2.06 -1.25 0.21
H -1.88 2.13 0.11 0.21
H -1.12 2.27 -1.46 0.22
H 1.71 -2.42 -0.96 0.22
H 1.80 -1.17 0.27 0.20
H 1.20 -2.87 0.68 0.22
H 3.55 0.21 2.75 0.22
H 2.01 0.90 3.15 0.21
H 2.22 -0.27 1.68 0.22
H 0.30 0.43 -0.10 0.22
H 3.28 3.79 2.16 0.21
H 1.65 2.97 2.64 0.22
H 4.06 1.82 1.30 0.22
H 0.11 3.06 1.18 0.51
```

---

x | This record from the Open Molecules 2025 dataset describes C12H19OP in the gas phase. The level of theory is wB97M-V/def2-TZVPD.

Summary:
Kohn-Sham gap (alpha / beta) ... 8.60 / 6.50 eV
Multiplicity ... 1
HOMO energy (alpha / beta) ... -8.480 / -7.417 eV
Total charge ... 0

XYZ file:
```
33
Properties=species:S:1:pos:R:3:nbo_charge:R:1
C -3.18 0.38 0.75 -0.18
C -2.88 0.44 -0.54 -0.20
C 1.81 1.62 0.60 0.43
C 2.01 -2.00 0.89 -0.38
C 0.83 -2.15 -0.08 -0.48
C 3.14 -0.29 -0.85 -0.47
C 2.98 -0.87 0.55 -0.25
C -0.09 -1.00 -0.11 -0.44
C 2.54 0.48 0.24 0.08
C -4.39 -0.29 1.30 -0.64
C 1.66 2.63 -0.53 -0.70
C -1.66 1.12 -1.07 -0.71
O 1.34 1.82 1.72 -0.54
P -0.35 -0.09 -1.59 0.56
H -2.54 0.86 1.48 0.19
H -3.51 -0.04 -1.27 0.20
H 1.63 -1.82 1.90 0.21
H 2.57 -2.95 0.91 0.21
H 1.19 -2.38 -1.09 0.21
H 0.27 -3.03 0.27 0.23
H 4.13 -0.04 -1.19 0.23
H 2.49 -0.62 -1.65 0.23
H 3.89 -0.97 1.13 0.23
H -0.34 -0.53 0.83 0.21
H -5.04 -0.65 0.50 0.21
H -4.96 0.40 1.92 0.22
H -4.10 -1.14 1.93 0.21
H 1.28 2.13 -1.43 0.23
H 2.63 3.07 -0.77 0.23
H 0.97 3.42 -0.23 0.23
H -1.21 1.76 -0.32 0.24
H -1.90 1.72 -1.95 0.24
H -1.19 -1.01 -2.26 -0.04
```

---

Short version: w is the most stable of them.

---

w | This record from the Open Molecules 2025 dataset describes 2 unconnected molecules or ions with the total composition C2H8N2O3. The level of theory is wB97M-V/def2-TZVPD.

Summary:
Kohn-Sham gap ... 9.62 eV
Multiplicity ... 1
SMILES ... [NH3+][O-].CC(=O)ON
HOMO energy ... -8.808 eV
Total charge ... 0

XYZ file:
```
15
Properties=species:S:1:pos:R:3:nbo_charge:R:1
C 2.46 -0.28 0.73 -0.71
C 1.11 0.18 0.27 0.81
N -0.23 0.50 -1.65 -0.56
N -2.39 0.02 0.47 -0.41
O 0.23 0.58 1.01 -0.66
O 1.00 0.07 -1.04 -0.37
O -2.26 -0.87 -0.57 -0.73
H 3.03 -0.68 -0.10 0.24
H 2.99 0.56 1.18 0.24
H 2.33 -1.04 1.50 0.24
H -0.07 0.35 -2.64 0.35
H -1.00 -0.16 -1.34 0.40
H -1.42 0.34 0.76 0.43
H -2.87 -0.43 1.26 0.37
H -2.93 0.84 0.16 0.37
```

---

x | This record from the Open Molecules 2025 dataset describes a molecular structure, C2H8N2O3. The level of theory is wB97M-V/def2-TZVPD.

Summary:
Kohn-Sham gap ... 9.08 eV
Multiplicity ... 1
HOMO energy ... -8.448 eV
Total charge ... 0

XYZ file:
```
15
Properties=species:S:1:pos:R:3:nbo_charge:R:1
C -0.90 1.88 0.87 -0.19
C -0.69 0.68 -0.04 0.65
N -0.81 -1.07 0.68 -0.40
N 1.95 -1.80 -0.81 -1.11
O -1.02 -1.96 -0.36 -0.60
O -1.08 3.01 0.08 -0.66
O -0.39 0.85 -1.15 -0.52
H 0.10 1.91 1.45 0.19
H -1.78 1.67 1.48 0.21
H -1.79 -1.00 1.09 0.33
H 2.11 -1.06 -1.53 0.37
H 2.72 -2.36 -1.06 0.36
H 1.93 -1.45 0.19 0.39
H -0.22 3.10 -0.24 0.47
H -0.13 -2.41 -0.64 0.50
```

---

y | This record from the Open Molecules 2025 dataset describes a molecular structure, C2H8N2O3. The level of theory is wB97M-V/def2-TZVPD.

Summary:
Kohn-Sham gap ... 9.60 eV
Multiplicity ... 1
HOMO energy ... -9.215 eV
Total charge ... 0

XYZ file:
```
15
Properties=species:S:1:pos:R:3:nbo_charge:R:1
C -0.07 0.87 0.01 0.73
C -0.66 1.98 -0.82 -0.71
N -0.90 0.36 0.95 -0.79
O 1.17 0.75 0.17 -0.63
H 1.53 -0.41 0.79 0.50
H -0.43 -1.32 -1.53 -0.09
H -0.55 -0.35 1.58 0.42
H -1.90 0.48 0.89 0.40
H 0.10 2.43 -1.45 0.25
H -1.11 2.75 -0.20 0.25
H -1.44 1.58 -1.46 0.24
N 1.32 -2.37 0.28 0.32
O 1.29 -3.52 0.61 -0.34
O 1.54 -1.49 1.27 -0.59
H 0.13 -1.75 -1.09 0.04
```

---

Short version: w is the most stable of them.